# 1
DFT (ωB97M-V/def2-TZVPD) results for a cluster of 2 separate species, C2H11N3 in total at a distorted geometry.

Summary:
Kohn-Sham gap   9.132 eV
Energy above the lowest of the compared OMol25 structures with the same formula, charge and spin   2.451 eV
SMILES   CCN.NN

Each line ends with the Mulliken charge.
Atoms and positions in Å:
C1 1.025 0.888 -0.842  -1.000
C2 1.697 -0.326 -0.241  -0.354
N1 0.648 -1.187 0.432  -0.659
H1 0.042 1.146 -0.066  0.444
H2 0.569 0.638 -1.801  0.268
H3 1.743 1.692 -0.990  0.326
H4 2.232 -0.935 -0.984  0.289
H5 2.392 -0.040 0.556  0.305
H6 0.050 -1.577 -0.291  0.287
H7 1.061 -1.972 0.925  0.211
N2 -2.282 0.081 -0.060  -0.491
N3 -1.279 0.596 0.831  -0.621
H8 -2.818 0.852 -0.452  0.214
H9 -2.927 -0.545 0.423  0.196
H10 -0.464 -0.317 0.891  0.438
H11 -1.689 1.008 1.669  0.149

# 2
DFT (ωB97M-V/def2-TZVPD) results for a structure of composition C4H9N2O at a distorted geometry.

Summary:
Kohn-Sham gap   6.444 eV
Energy above the lowest of the compared OMol25 structures with the same formula, charge and spin   5.262 eV
Net charge   +1

Each line ends with the Mulliken charge.
Atoms and positions in Å:
C1 -0.963 -1.312 -0.587  -1.356
C2 0.195 -0.335 -0.181  0.806
C3 1.473 -0.923 -0.155  -0.328
N1 2.315 0.011 0.446  -0.240
C4 1.310 1.271 0.363  -0.464
N2 -0.111 0.840 0.393  -0.311
H1 -0.563 -2.251 -0.957  0.432
H2 -1.542 -1.629 0.227  0.391
H3 -1.611 -0.962 -1.356  0.366
H4 1.595 -2.017 -0.283  0.381
H5 2.715 -0.147 1.386  0.374
H6 1.556 1.652 -0.606  0.341
H7 -3.272 1.651 0.101  0.308
H8 1.386 2.043 1.110  0.411
H9 -1.787 1.120 0.212  0.517
O1 -2.696 0.986 -0.113  -0.628

# 3
DFT (ωB97M-V/def2-TZVPD) results for a cluster of 2 separate species, C10H16O in total at a distorted geometry.

Summary:
Kohn-Sham gap   9.238 eV
Energy above the lowest of the compared OMol25 structures with the same formula, charge and spin   1.668 eV
SMILES   Cc1ccc(O)cc1.CCC

Each line ends with the Mulliken charge.
Atoms and positions in Å:
C1 0.251 -2.381 -1.074  -1.769
C2 -0.547 -1.104 -1.028  1.010
C3 -1.096 -0.710 0.154  -0.888
C4 -1.844 0.473 0.158  -0.344
C5 -1.986 1.203 -0.970  0.704
O1 -2.893 2.212 -1.161  -0.549
C6 -1.269 0.848 -2.142  -0.455
C7 -0.541 -0.298 -2.222  -0.847
H1 1.330 -2.514 -0.919  0.285
H2 -0.015 -3.013 -1.935  0.441
H3 -0.170 -2.977 -0.243  0.431
H4 -1.021 -1.342 1.034  0.588
H5 -2.327 0.889 1.054  0.212
H6 -3.213 2.596 -0.320  0.304
H7 -1.410 1.526 -2.970  0.391
H8 0.042 -0.629 -3.055  0.465
C8 1.963 -0.743 1.338  -0.819
C9 1.219 0.441 1.975  -0.049
C10 1.318 1.691 1.168  -1.173
H9 1.348 -1.539 0.972  -0.017
H10 2.652 -1.174 2.085  0.363
H11 2.452 -0.449 0.380  0.294
H12 0.181 0.135 2.082  0.132
H13 1.602 0.628 3.002  0.417
H14 2.273 1.870 0.657  0.418
H15 0.685 1.767 0.252  0.135
H16 1.017 2.595 1.729  0.320

# 4
DFT (ωB97M-V/def2-TZVPD) results for a structure of composition AlBH12O4 at a distorted geometry.

Summary:
Kohn-Sham gap   5.537 eV
Energy above the lowest of the compared OMol25 structures with the same formula, charge and spin   3.877 eV
Net charge   +2

Each line ends with the Mulliken charge.
Atoms and positions in Å:
Al1 14.098 18.135 -3.674  1.249
B1 17.207 18.273 -3.539  0.030
H1 16.611 18.458 -4.522  -0.014
H2 17.439 17.169 -3.333  0.117
H3 18.095 19.016 -3.513  0.222
H4 16.561 18.619 -2.622  0.000
O1 14.813 20.216 -1.910  -0.545
H5 14.224 20.961 -1.728  0.305
H6 15.640 20.440 -1.458  0.329
O2 12.477 18.304 -6.095  -0.529
H7 12.067 17.564 -6.557  0.308
H8 11.996 19.083 -6.405  0.315
O3 12.873 20.787 -4.086  -0.583
H9 11.987 21.124 -3.896  0.333
H10 13.362 21.551 -4.419  0.338
O4 13.235 15.730 -5.139  -0.523
H11 12.973 14.833 -4.888  0.330
H12 12.994 15.804 -6.068  0.318

# 5
DFT (ωB97M-V/def2-TZVPD) results for an isolated molecule of C4H8O2.

Summary:
Kohn-Sham gap   10.850 eV
Energy above the lowest of the compared OMol25 structures with the same formula, charge and spin   1.301 eV
SMILES   O=CCCCO

Each line ends with the Mulliken charge.
Atoms and positions in Å:
O1 1.341 0.205 1.856  -0.473
C1 0.162 0.455 1.786  0.052
C2 -0.504 0.856 0.487  -0.587
C3 0.383 0.453 -0.712  -0.587
C4 0.382 -1.045 -1.009  -0.440
O2 -0.920 -1.512 -1.301  -0.490
H1 -0.472 0.389 2.695  0.366
H2 -0.632 1.948 0.489  0.288
H3 -1.547 0.492 0.501  0.365
H4 0.069 0.998 -1.607  0.315
H5 1.413 0.753 -0.485  0.304
H6 0.989 -1.259 -1.897  0.307
H7 0.833 -1.604 -0.173  0.260
H8 -1.497 -1.128 -0.630  0.320

# 6
DFT (ωB97M-V/def2-TZVPD) results for a cluster of 2 separate species, C2H5ClN2O2 in total at a distorted geometry.

Summary:
Kohn-Sham gap   9.254 eV
Energy above the lowest of the compared OMol25 structures with the same formula, charge and spin   3.404 eV
SMILES   C=[N+]([O-])O.C=NCl

Each line ends with the Mulliken charge.
Atoms and positions in Å:
C1 -0.501 -0.867 1.177  -0.499
N1 0.393 -1.442 0.452  0.671
O1 0.376 -2.578 -0.041  -0.670
O2 1.680 -0.850 0.417  -0.418
H1 -1.456 -1.377 1.360  0.312
H2 -0.225 0.143 1.663  0.230
H3 1.560 0.117 0.522  0.422
C2 -0.300 1.032 -1.506  -0.261
N2 -0.101 1.283 -0.312  -0.234
Cl1 -0.661 2.764 0.356  -0.089
H4 0.138 0.040 -2.033  0.247
H5 -0.904 1.734 -2.054  0.290

| no. | electronic energy (eV) |
| --- | --- |
| 1 | -6720.130 |
| 2 | -9310.754 |
| 3 | -12676.057 |
| 4 | -15633.346 |
| 5 | -8371.981 |
| 6 | -21746.770 |